Record 1
Density functional theory data (ωB97M-V with the def2-TZVPD basis set) for the molecule C4H6N2S in a non-equilibrium geometry.

Last column: Mulliken charge in e.
Positions of all 13 atoms, in Å:
C -1.54849 0.26331 -0.08680  0.5795
C 0.70983 -0.32991 -0.56910  -0.2541
C 1.43593 -0.04928 0.70021  -0.6439
C 0.92118 1.04595 -0.26232  -0.0647
H -3.05477 -0.81263 -0.12922  0.2723
H -0.80963 -1.42547 0.27695  0.3621
H 1.22190 -0.90465 -1.29177  0.3791
H 0.81481 -0.34594 1.59344  0.2149
H 2.59963 -0.12161 0.88804  0.2407
H 1.75305 1.53134 -0.76582  0.3671
N -2.73868 0.02490 0.30411  -0.7077
N -0.64126 -0.69043 -0.55979  -0.5009
S -0.66351 1.81442 -0.09793  -0.2446

Calculated values
SMILES	[H]/N=C1\N[C@@H]2C[C@@H]2S1
orbital gap	9.776	eV
energy relative to the best compared isomer or geometry (same formula, charge and spin)	57.6	kcal/mol
LUMO	0.744	eV
largest force on an atom	0.112	Eh/bohr

---

Record 2
Density functional theory data (ωB97M-V with the def2-TZVPD basis set) for the molecule C4H6N2S in a non-equilibrium geometry.

Last column: Mulliken charge in e.
Positions of all 13 atoms, in Å:
C -0.00113 1.97388 -0.98682  -0.7076
C -0.22419 -0.60508 -0.70414  -0.4328
C 0.04973 -1.39154 0.37418  0.1796
C 0.24185 -0.47928 1.46039  -0.0899
H -1.13424 2.31147 -0.61319  0.2725
H 0.13702 2.01624 -2.15244  0.2552
H 0.78395 2.81225 -0.59951  0.2449
H -0.61791 -0.74417 -1.75898  0.3480
H 0.07864 -3.42730 1.48209  0.0845
H 0.51709 -0.87286 2.47674  0.3004
N -0.04139 0.71495 -0.30467  0.5684
N 0.30560 0.76506 1.04315  -0.7605
S -0.09501 -3.07363 0.28318  -0.2625

Calculated values
SMILES	Cn1cc(S)cn1
orbital gap	8.911	eV
energy relative to the best compared isomer or geometry (same formula, charge and spin)	60.3	kcal/mol
LUMO	0.880	eV
largest force on an atom	0.082	Eh/bohr

---

Record 3
Density functional theory data (ωB97M-V with the def2-TZVPD basis set) for the molecule C4H6N2S2 in a non-equilibrium geometry.

Last column: Mulliken charge in e.
Positions of all 14 atoms, in Å:
C -1.10579 0.34973 -1.27832  -0.1303
C -0.29535 0.13875 -2.34277  -0.5662
C 1.16717 -0.26407 -2.20412  -0.3210
C 0.71563 -0.28891 0.26106  0.2968
H -1.04673 0.42174 2.17302  0.1337
H -2.19375 0.54199 -1.34286  0.3361
H -0.87358 0.22366 -3.23741  0.3215
H 1.78310 0.59233 -2.59153  0.2401
H 1.33626 -1.15117 -2.76544  0.3058
H 2.52738 -0.87500 -0.64703  0.2757
N -0.67445 -0.11577 -0.05039  -0.0945
N 1.51858 -0.41771 -0.75744  -0.1755
S -1.94598 0.45733 1.09032  -0.1599
S 1.30026 -0.18434 1.87536  -0.4624

Calculated values
SMILES	S=C1NCC=CN1S
orbital gap	8.575	eV
energy relative to the best compared isomer or geometry (same formula, charge and spin)	52.7	kcal/mol
LUMO	0.396	eV
largest force on an atom	0.097	Eh/bohr

---

Record 4
Density functional theory data (ωB97M-V with the def2-TZVPD basis set) for a cluster of 2 separate species, C4H6N2Se in total in a non-equilibrium geometry.

Last column: Mulliken charge in e.
Positions of all 13 atoms, in Å:
C -1.25306 0.44147 -1.34157  -0.5781
C -0.91873 -0.89989 -1.63254  -0.2277
C -0.51382 0.80095 -0.24854  -0.1184
C 1.31919 -0.39831 1.01451  -0.8582
N 0.05347 -1.29734 -0.77674  -0.8515
N 0.29382 -0.24908 -0.01961  0.7441
Se -0.15411 1.55845 3.41990  0.0075
H -2.00945 1.06185 -1.86760  0.3160
H -0.94086 -1.45019 -2.62166  0.3219
H 2.10208 -0.96232 0.60711  0.2841
H 1.70459 0.69302 1.25898  0.3198
H 0.80021 -0.96949 1.84291  0.2713
H -0.48333 1.67089 0.36485  0.3692

Calculated values
orbital gap (spin up / spin down)	6.486 / 6.443	eV
energy relative to the best compared isomer or geometry (same formula, charge and spin)	60.7	kcal/mol
LUMO (spin up / spin down)	-2.796 / -2.843	eV
largest force on an atom	0.061	Eh/bohr

---

Record 5
Density functional theory data (ωB97M-V with the def2-TZVPD basis set) for the ion C4H6N3O with charge +1 in a non-equilibrium geometry.

Last column: Mulliken charge in e.
Positions of all 14 atoms, in Å:
C -1.01324 1.29216 0.51677  0.0565
C 1.61464 2.47512 0.36929  -0.0789
C 1.16628 0.31203 0.38281  0.2981
C -0.70936 -1.09111 -0.11906  -0.8435
N -0.64769 2.51509 0.67824  -0.2863
N 0.52438 2.96684 0.24802  -0.1232
N -0.09738 0.21147 0.13740  0.0367
O 1.91963 1.22332 0.82607  -0.2519
H -2.01124 0.97899 0.82658  0.3769
H 2.46394 3.05241 0.13360  0.4415
H 1.77171 -0.62893 0.31533  0.3450
H 0.06894 -1.83012 -0.35864  0.3241
H -1.29866 -1.12429 -1.06278  0.3564
H -1.42297 -1.37622 0.65467  0.3485

Calculated values
SMILES	C[N+]1=COC=NN=C1
orbital gap	9.215	eV
energy relative to the best compared isomer or geometry (same formula, charge and spin)	64.7	kcal/mol
total charge	+1
LUMO	-5.545	eV
largest force on an atom	0.099	Eh/bohr

---

Record 6
Density functional theory data (ωB97M-V with the def2-TZVPD basis set) for a structure of composition C4H6N3O in a non-equilibrium geometry.

Last column: Mulliken charge in e.
Positions of all 14 atoms, in Å:
C -0.00038 -1.50935 0.01841  0.0646
C -1.32699 0.14639 0.95661  0.0343
C -0.06185 0.90090 -0.91094  -0.5390
C 1.00584 -0.57555 -0.26443  -0.3644
N -0.99235 -1.04299 0.72108  -0.3221
N 1.57434 0.04302 0.82316  0.1203
N -0.96943 1.15254 0.17946  -0.0697
O 2.71834 0.11272 0.96809  -0.3247
H -0.28496 -2.42698 -0.46672  0.4291
H -2.03454 0.21816 1.74620  0.4549
H 0.65663 1.60346 -1.26776  0.4300
H -0.53806 0.34281 -1.80326  0.3336
H 1.77024 -0.98159 -1.00299  0.4619
H -1.51686 2.01645 0.30308  0.2912

Calculated values
orbital gap	7.009	eV
energy relative to the best compared isomer or geometry (same formula, charge and spin)	111.4	kcal/mol
total charge	+1
LUMO	-6.390	eV
largest force on an atom	0.111	Eh/bohr

---

Record 7
Density functional theory data (ωB97M-V with the def2-TZVPD basis set) for the ion C4H6N3O3 with charge +1 in a non-equilibrium geometry.

Last column: Mulliken charge in e.
Positions of all 16 atoms, in Å:
C -1.83821 0.10460 1.68890  0.0920
C -1.33776 0.10413 0.37313  0.0639
C 0.42757 0.02469 -0.07819  0.6999
C 2.33530 -1.25240 0.82610  -0.7127
N -2.31824 -0.09846 2.67855  -0.2852
N -2.13028 0.56586 -0.53614  0.8550
N 0.98874 0.84888 -0.96154  -0.2957
O -1.54982 0.72530 -1.75219  -0.5246
O -3.29938 0.71839 -0.53952  -0.6010
O 0.91639 -0.84485 0.66142  -0.2255
H 2.76962 -0.35438 1.08108  0.3802
H 2.61727 -1.70052 -0.09504  0.3488
H 2.32258 -2.14604 1.54556  0.2726
H 1.92212 1.06754 -1.16984  0.2805
H -2.25504 0.60444 -2.42283  0.4008
H 0.42916 1.63281 -1.29946  0.2511

Calculated values
SMILES	CO/C(N)=C(\C#N)[N+](=O)O
orbital gap	9.415	eV
energy relative to the best compared isomer or geometry (same formula, charge and spin)	176.3	kcal/mol
total charge	+1
LUMO	-4.598	eV
largest force on an atom	0.097	Eh/bohr

---

Record 8
Density functional theory data (ωB97M-V with the def2-TZVPD basis set) for a structure of composition C4H6N4 in a non-equilibrium geometry.

Last column: Mulliken charge in e.
Positions of all 14 atoms, in Å:
C 0.48520 -0.99073 -0.02940  -0.1922
C -0.47523 -0.52550 1.03447  -0.3859
C -0.98029 1.88701 -1.36082  0.0669
C -0.09878 0.10055 -0.89700  0.4281
H 1.97209 -0.38567 1.17789  0.3057
H 2.53261 -1.65974 0.18348  0.2650
H -0.07709 -1.93516 -0.48370  0.2418
H -1.07257 -1.57816 1.46939  0.2065
H -0.13339 0.51604 1.85788  0.2999
H -1.09119 3.17820 -1.54680  0.2691
N 1.67088 -1.34296 0.66148  -0.5254
N -1.14834 0.17837 -0.11969  0.2860
N -1.63263 1.52163 -0.23781  -0.6259
N 0.04872 1.03611 -1.70936  -0.6397

Calculated values
orbital gap	10.223	eV
energy relative to the best compared isomer or geometry (same formula, charge and spin)	138.1	kcal/mol
LUMO	0.521	eV
largest force on an atom	0.098	Eh/bohr

---

Record 9
Density functional theory data (ωB97M-V with the def2-TZVPD basis set) for the molecule C4H6N4 in a non-equilibrium geometry.

Last column: Mulliken charge in e.
Positions of all 14 atoms, in Å:
C -1.66403 0.75484 -0.05099  -0.9916
C -1.01260 -0.59627 0.04261  0.6652
C 1.25521 0.66734 -0.01738  -0.0115
C 2.53411 0.21095 0.11011  -0.5440
H -2.79127 0.56354 -0.43553  0.3395
H -1.78791 1.03040 1.21295  0.2555
H -1.20028 1.52785 -0.79945  0.2849
H -2.57133 -1.50968 -0.06696  0.2547
H 1.03139 1.71588 -0.00562  0.3106
H 3.53282 0.65699 0.14051  0.3840
N -1.60171 -1.76484 0.08463  -0.6100
N 0.47318 -0.53819 -0.10028  0.6107
N 2.49158 -1.13653 -0.03200  -0.3517
N 1.31085 -1.58228 -0.08259  -0.5961

Calculated values
SMILES	[H]/N=C(\C)n1ccnn1
orbital gap	10.355	eV
energy relative to the best compared isomer or geometry (same formula, charge and spin)	76.2	kcal/mol
LUMO	0.404	eV
largest force on an atom	0.078	Eh/bohr

---

DFT total energy
In order: -663.636774, -663.632514, -1061.832123, -2666.831305, -395.145555, -395.071053, -545.529428, -374.841316, -374.939993
Unit: hartree